No. 1
Density functional theory data (ωB97M-V/def2-TZVPD) for a 6-piece molecular cluster, C50H59N3O16S2Si overall.

## Properties
Total charge: 0
Orbital gap in eV: 6.92

Last column: Löwdin charge in e.
Geometry (Å):
C: 3.937 6.862 -2.199  -0.13
C: 4.426 5.690 -3.193  -0.19
C: 3.399 4.484 -3.017  -0.22
N: 3.907 3.288 -2.349  0.00
C: 3.770 3.205 -0.888  -0.45
N: 2.687 3.976 -0.259  0.09
C: 1.473 3.593 -0.434  -0.31
C: 0.501 3.825 0.805  -0.02
C: 0.772 2.987 -1.685  -0.02
C: 3.756 1.620 -0.529  -0.10
C: 3.298 1.302 0.952  -0.09
C: 1.960 0.424 1.028  -0.22
O: 1.075 0.952 2.037  -0.25
Si: -0.452 0.191 2.071  0.47
C: -0.349 -1.596 2.771  -0.18
C: -1.334 0.067 0.391  -0.16
C: -1.652 1.163 3.223  -0.17
C: 4.946 0.770 -1.109  -0.36
C: 5.520 -0.418 -0.229  -0.09
C: 6.823 -0.118 0.624  -0.17
C: 6.611 0.589 2.013  -0.19
C: 6.263 -0.427 3.181  -0.26
O: 5.086 -1.207 2.907  -0.10
N: 4.437 0.134 -2.394  0.18
C: 3.712 -0.840 -2.224  -0.32
O: 2.911 -1.655 -2.018  0.20
O: 6.114 1.469 -1.603  -0.17
S: 6.502 2.900 -0.969  0.69
O: 7.545 2.893 0.075  -0.32
O: 7.095 3.685 -2.067  -0.31
C: 5.119 3.903 -0.308  -0.54
S: 5.119 4.113 1.523  0.78
H: 3.302 6.446 -1.363  0.06
H: 3.332 7.633 -2.743  0.07
H: 4.823 7.343 -1.700  0.07
H: 5.475 5.454 -2.894  0.08
H: 4.319 6.093 -4.236  0.10
H: 2.446 4.933 -2.628  0.10
H: 3.148 4.169 -4.079  0.13
H: 3.543 2.477 -2.847  0.10
H: -0.326 3.073 0.772  0.06
H: 0.032 4.853 0.716  0.09
H: 1.094 3.770 1.759  0.08
H: 1.447 2.549 -2.460  0.07
H: 0.037 2.186 -1.381  0.05
H: 0.155 3.787 -2.194  0.11
H: 2.832 1.340 -1.126  0.13
H: 4.024 0.739 1.582  0.08
H: 3.036 2.221 1.550  0.09
H: 1.396 0.388 0.057  0.09
H: 2.225 -0.635 1.327  0.13
H: -0.013 -2.312 1.964  0.03
H: -1.332 -1.928 3.207  0.03
H: 0.436 -1.635 3.578  0.04
H: -2.227 0.758 0.400  0.02
H: -1.752 -0.970 0.236  0.03
H: -0.725 0.366 -0.500  0.02
H: -1.501 0.928 4.307  0.03
H: -2.689 0.848 2.896  0.04
H: -1.568 2.255 2.972  0.03
H: 4.761 -0.866 0.480  0.11
H: 5.861 -1.302 -0.852  0.14
H: 7.234 -1.143 0.894  0.12
H: 7.663 0.338 0.025  0.11
H: 7.622 1.006 2.309  0.12
H: 5.925 1.475 2.002  0.05
H: 6.191 0.140 4.160  0.12
H: 7.181 -1.086 3.301  0.12
H: 4.873 -1.635 3.759  0.09
H: 5.247 4.942 -0.728  0.09
H: 3.835 4.299 1.962  -0.12
C: -1.550 -4.800 1.719  0.04
C: -1.566 -6.132 1.703  0.04
C: -2.735 -6.879 1.187  -0.38
O: -2.752 -8.094 1.175  0.11
C: -3.885 -6.090 0.688  0.03
C: -3.868 -4.759 0.703  0.02
C: -2.698 -4.011 1.219  -0.36
O: -2.683 -2.792 1.232  0.06
H: -0.705 -4.239 2.093  0.10
H: -0.736 -6.724 2.064  0.08
H: -4.731 -6.653 0.314  0.12
H: -4.700 -4.166 0.343  0.12
C: -6.624 -4.146 4.898  0.02
C: -5.906 -3.990 6.009  0.02
C: -4.683 -3.155 6.022  -0.39
O: -4.027 -3.014 7.034  0.11
C: -4.290 -2.500 4.753  0.03
C: -5.009 -2.656 3.642  0.02
C: -6.231 -3.491 3.629  -0.39
O: -6.887 -3.632 2.617  0.10
H: -7.520 -4.754 4.869  0.12
H: -6.179 -4.461 6.944  0.12
H: -3.394 -1.892 4.781  0.11
H: -4.735 -2.185 2.706  0.11
C: -5.139 3.207 -3.277  0.03
C: -3.964 2.671 -2.957  0.04
C: -3.474 2.677 -1.560  -0.36
O: -2.400 2.189 -1.266  0.06
C: -4.341 3.300 -0.534  0.03
C: -5.517 3.836 -0.855  0.03
C: -6.006 3.830 -2.253  -0.38
O: -7.080 4.317 -2.548  0.11
H: -5.513 3.212 -4.292  0.08
H: -3.318 2.211 -3.694  0.13
H: -3.966 3.294 0.482  0.12
H: -6.163 4.296 -0.119  0.12
C: -7.648 5.128 -6.950  0.03
C: -7.028 4.084 -6.404  0.02
C: -6.237 3.143 -7.226  -0.38
O: -5.673 2.189 -6.725  0.10
C: -6.159 3.405 -8.681  0.02
C: -6.779 4.449 -9.230  0.02
C: -7.571 5.392 -8.406  -0.39
O: -8.135 6.344 -8.905  0.11
H: -8.231 5.826 -6.364  0.13
H: -7.074 3.877 -5.342  0.10
H: -5.576 2.706 -9.267  0.12
H: -6.734 4.655 -10.291  0.12
C: 0.690 -9.578 3.716  0.03
C: 1.198 -10.788 3.490  0.03
C: 2.338 -10.982 2.565  -0.38
O: 2.800 -12.084 2.357  0.11
C: 2.891 -9.779 1.902  0.03
C: 2.382 -8.569 2.128  0.03
C: 1.243 -8.376 3.053  -0.37
O: 0.779 -7.271 3.261  0.07
H: -0.143 -9.417 4.388  0.12
H: 0.806 -11.678 3.967  0.12
H: 3.724 -9.939 1.229  0.12
H: 2.774 -7.679 1.651  0.12

Atomic forces in eV per Å
C 0.44 -0.27 0.10
C -1.38 0.97 1.46
C 0.48 0.83 -2.21
N -0.78 0.19 0.08
C 1.80 0.80 -0.57
N -0.73 -2.51 0.24
C -1.12 0.53 0.80
C 0.19 0.82 -1.10
C -0.16 -0.63 0.10
C -1.80 1.09 0.50
C -1.05 -0.31 0.93
C 0.60 -0.24 0.06
O -0.69 -0.71 -0.56
Si -0.76 -0.40 0.69
C 0.89 -0.06 0.14
C -0.49 0.13 -0.42
C 0.02 -0.05 -0.74
C 0.36 -2.00 -0.57
C 0.76 -0.75 1.08
C 0.08 -0.81 0.65
C 0.74 -0.12 0.58
C 1.35 0.85 -0.26
O 0.42 0.21 0.94
N -0.13 -0.38 0.73
C -0.26 1.18 0.34
O 0.23 -0.44 -0.43
O -1.01 1.54 1.31
S 5.72 4.17 -0.71
O -2.46 -1.75 -0.24
O -2.17 -1.52 0.41
C -2.72 -0.57 -0.32
S 0.94 -0.18 0.58
H 0.60 0.37 -0.86
H 0.58 -0.60 0.56
H -0.89 -0.18 -0.61
H -0.87 -0.26 -0.80
H 0.55 -0.57 0.94
H 0.77 -0.67 0.06
H 0.24 0.09 1.23
H 0.24 0.07 0.52
H 0.76 0.60 0.14
H 0.45 -1.05 0.16
H -0.69 -0.03 -1.05
H -0.43 0.53 0.74
H 0.76 0.92 -0.24
H 0.69 -0.66 0.70
H 1.30 0.00 0.45
H -0.27 0.65 -0.77
H 0.41 -0.86 -0.99
H 0.71 0.06 0.55
H -0.19 0.92 -0.50
H -0.50 0.75 0.85
H 0.97 0.31 -0.58
H -0.73 0.01 -0.58
H 1.04 -0.72 0.05
H 0.67 1.06 0.18
H -0.55 -0.39 0.71
H -0.15 0.49 -0.89
H 1.05 0.22 0.51
H -0.06 -0.85 0.62
H 0.57 0.72 -0.87
H -0.69 1.35 0.03
H -0.54 1.00 -0.37
H -1.24 -0.15 0.57
H -1.12 -0.32 -0.28
H 0.53 -0.90 -0.12
H -0.24 -0.49 -1.07
H -1.07 0.40 -0.22
H -0.07 0.16 -0.77
H 0.13 -1.46 -0.03
H 0.40 -0.18 -1.21
C 0.04 -0.14 0.00
C 0.03 0.11 -0.05
C 0.01 -0.18 0.01
O 0.00 0.13 0.00
C -0.15 0.13 -0.05
C -0.13 -0.07 -0.05
C 0.06 0.23 0.00
O -0.23 -0.43 -0.05
H -0.02 -0.04 0.02
H -0.15 0.11 -0.04
H 0.02 -0.02 0.01
H 0.01 0.02 0.03
C 0.00 -0.06 0.20
C -0.18 -0.10 -0.10
C 0.17 0.04 0.22
O -0.09 -0.02 -0.12
C -0.01 0.03 -0.21
C 0.15 0.13 0.04
C -0.13 -0.02 -0.18
O 0.10 -0.01 0.09
H 0.00 0.01 -0.04
H 0.04 0.02 0.01
H 0.00 0.00 0.04
H 0.00 -0.03 -0.01
C 0.18 -0.06 -0.03
C -0.09 0.00 -0.13
C 0.15 -0.08 -0.02
O -0.24 0.42 -0.23
C -0.13 0.09 0.08
C 0.11 -0.02 0.18
C -0.19 0.08 -0.05
O 0.13 -0.05 -0.02
H 0.09 -0.11 0.01
H 0.00 -0.01 0.02
H 0.03 -0.02 -0.01
H -0.02 0.00 -0.04
C 0.03 -0.08 0.19
C -0.12 0.15 0.01
C 0.07 -0.16 0.04
O -0.02 0.14 0.01
C -0.03 0.07 -0.19
C 0.13 -0.18 -0.03
C -0.13 0.22 -0.11
O 0.08 -0.12 0.06
H 0.00 0.01 -0.03
H -0.13 0.05 -0.02
H 0.00 -0.02 0.04
H -0.03 0.04 0.02
C -0.03 -0.16 0.07
C -0.15 0.12 0.11
C 0.09 -0.27 -0.04
O -0.05 0.15 0.03
C 0.02 0.22 -0.06
C 0.13 -0.07 -0.10
C -0.02 0.11 0.07
O 0.23 -0.21 0.07
H 0.00 0.04 -0.02
H 0.03 -0.02 -0.03
H -0.01 -0.04 0.01
H -0.03 0.02 0.03

No. 2
Density functional theory data (ωB97M-V/def2-TZVPD) for a 2-piece molecular cluster, C3H10S2 overall.

## Properties
Total charge: -1
Spin multiplicity: 2
Orbital gap (alpha / beta) in eV: 2.44 / 8.85

Last column: natural (NBO) charge in e.
Geometry (Å):
C: 2.390 -0.879 -0.804  -0.93
S: 3.208 0.490 0.221  -0.27
H: 2.744 -1.801 -0.341  0.20
H: 1.344 -0.739 -0.606  0.21
H: 2.796 -0.704 -1.787  0.19
H: 3.221 1.321 -0.837  0.10
C: -2.465 0.929 0.882  -0.62
C: -1.204 0.149 0.524  -0.57
S: -1.640 -1.454 -0.243  -0.34
H: -3.085 0.339 1.563  0.20
H: -3.037 1.209 -0.010  0.21
H: -2.228 1.864 1.399  0.19
H: -0.492 0.716 -0.085  0.21
H: -0.709 -0.120 1.454  0.20
H: -0.842 -1.320 -1.330  0.03

Atomic forces in eV per Å
C 0.98 0.77 1.62
S 0.00 -0.21 -0.29
H -0.12 -0.10 -0.34
H -0.32 -0.22 -0.70
H -0.50 -0.39 -0.42
H 0.00 0.16 0.16
C 0.07 0.33 -0.16
C -0.33 -0.26 0.49
S 0.04 0.26 -0.07
H -0.10 0.04 -0.22
H -0.01 -0.27 0.14
H 0.18 -0.02 0.06
H -0.26 -0.18 -0.06
H 0.28 0.17 0.05
H 0.08 -0.09 -0.24